79
Properties=species:S:1:pos:R:3:forces:R:3 method="wB97M-V/def2-TZVPD" largest_force_ha_per_bohr=0.0743 e_above_lowest_kcal_mol=45.14 lumo_energy_ev=-3.50 gap_ev=6.33 charge=+2 multiplicity=1
N 1.2791 -0.5006 -1.1346 0.0 0.9 -2.0
O 1.8663 0.0668 -0.2288 0.8 0.6 1.5
O 0.2913 -1.1950 -0.9279 -1.2 -1.2 0.5
O 1.6450 -0.2980 -2.3243 0.1 -0.2 -0.1
C -2.0833 3.6435 -0.7779 -1.0 -0.8 -0.6
O -1.0099 4.5794 -0.9002 -0.8 0.0 1.4
C -1.1292 5.4906 -1.9696 2.0 -2.7 -1.9
C -0.0326 6.5294 -1.8208 -1.0 0.1 1.7
N 1.3967 5.9344 -1.5540 -3.2 0.5 0.0
H 1.9433 6.6392 -1.0801 0.4 0.0 0.4
H 1.2849 5.1086 -0.9834 -0.3 -0.2 1.0
C 2.0472 5.4912 -2.7484 2.5 -0.3 -1.3
C 3.5238 5.0733 -2.3967 0.2 0.1 1.0
O 4.1778 5.9144 -1.4322 -0.9 2.4 -0.6
C 4.4073 7.3274 -1.9152 1.4 -1.9 -0.7
H -3.0612 4.0760 -0.5668 0.2 0.7 0.6
H -1.9073 2.8156 -0.0910 0.7 0.7 0.5
H -2.3512 3.0744 -1.6681 0.8 0.2 -0.9
H -2.1329 5.8245 -2.2325 0.1 0.6 0.5
H -0.7856 4.8419 -2.7753 -0.6 0.2 -1.1
H -0.4165 6.9608 -0.8964 1.1 0.7 0.3
H -0.0409 7.2838 -2.6075 0.4 -0.3 0.0
H 2.0037 6.3425 -3.4278 0.1 -0.4 -0.4
H 1.5761 4.5905 -3.1418 -0.3 0.3 -0.1
H 4.1524 4.8765 -3.2652 -0.2 0.5 -0.4
H 3.5355 4.1160 -1.8758 -0.4 -0.1 0.0
H 3.5585 7.8166 -2.3930 -0.3 -0.1 0.3
H 5.1949 7.2209 -2.6612 -0.2 0.0 -0.6
H 4.9421 7.9749 -1.2204 -0.8 -0.5 0.9
C -0.7688 2.7606 7.8401 0.2 -0.2 0.8
O -0.2239 1.4772 7.5079 0.8 0.8 -0.4
C -0.8231 0.9614 6.3233 -0.1 0.5 2.0
C -0.1104 -0.3228 6.0252 0.0 -0.7 0.1
N -0.1319 -1.2753 7.2591 0.2 -0.1 -3.0
H 0.1746 -0.6815 8.0165 0.4 -0.1 0.9
H -1.1000 -1.5411 7.3694 -0.3 0.0 0.5
C 0.7294 -2.5866 7.0810 -0.7 1.7 1.3
C 2.1872 -2.2005 7.4076 0.7 -0.2 0.3
O 2.2235 -1.4845 8.6113 -0.9 1.5 0.2
C 3.5337 -1.2666 9.1501 0.4 -2.4 1.3
H -0.1731 3.2251 8.6259 0.0 -0.6 0.3
H -1.7805 2.5680 8.1972 -0.2 0.6 -0.1
H -0.7131 3.5235 7.0635 -0.3 -0.5 -0.6
H -0.7856 1.7180 5.5396 0.1 -0.4 -0.4
H -1.8554 0.8084 6.6379 -0.5 -0.3 -0.7
H 0.9432 -0.1369 5.8166 -0.1 -0.1 -0.2
H -0.6449 -0.8166 5.2138 0.5 -0.2 -0.1
H 0.4656 -3.1198 6.1677 0.5 0.8 -0.5
H 0.2490 -3.2359 7.8129 0.7 0.0 0.6
H 2.7576 -1.5357 6.7590 -0.6 -0.4 -1.3
H 2.7782 -3.1098 7.5175 -0.1 -0.4 -0.2
H 4.4434 -1.3589 8.5568 -0.6 0.6 -1.2
H 3.6100 -2.2025 9.7036 0.6 0.2 0.9
H 3.6698 -0.4350 9.8414 -0.8 0.1 -0.4
C -3.5927 -7.7314 -3.4335 0.4 0.9 0.3
O -2.7774 -6.7354 -4.0488 0.9 1.8 -0.9
C -1.4215 -7.0511 -4.3924 -1.0 -1.3 1.4
C -0.4223 -5.9436 -4.5693 -0.4 2.5 -0.3
N -1.0394 -4.6404 -5.2154 -0.2 -2.1 1.7
H -1.6368 -4.2061 -4.5266 -1.4 -0.5 0.4
H -0.3704 -3.8881 -5.1344 1.1 0.2 -1.7
C -1.7975 -5.0275 -6.4521 0.6 0.9 -0.9
C -2.2470 -3.7584 -7.2381 1.1 -1.4 1.8
O -2.8221 -2.8891 -6.2827 0.8 -2.8 0.0
C -3.2036 -1.6937 -6.8091 -0.9 1.6 -0.2
H -3.8405 -8.4878 -4.1781 0.0 -0.4 0.5
H -4.4705 -7.1993 -3.0667 -0.2 0.0 -0.6
H -3.1361 -8.0307 -2.4901 0.3 -0.9 -0.3
H -1.3758 -7.7360 -5.2392 -0.1 -0.2 0.0
H -1.0252 -7.4975 -3.4804 0.3 -0.9 -0.3
H 0.4050 -6.2445 -5.2120 -0.2 -0.1 -0.1
H 0.0237 -5.6108 -3.6321 -0.2 0.1 0.0
H -2.5691 -5.7535 -6.1959 -0.3 0.7 0.6
H -1.1130 -5.6486 -7.0298 0.2 0.4 -0.3
H -2.8542 -4.1511 -8.0537 -0.4 0.7 -0.2
H -1.3253 -3.2755 -7.5625 0.0 0.0 -0.7
H -3.3150 -1.0775 -5.9168 -0.4 0.5 -0.5
H -4.1233 -1.8284 -7.3783 -0.3 0.4 0.1
H -2.4797 -1.2453 -7.4895 0.4 0.0 0.0